No. 1
146
Properties=species:S:1:pos:R:3 method="wB97M-V/def2-TZVPD" gap_ev=2.00 total_charge=+1 homo_energy_ev=-7.806 lumo_energy_ev=-5.8
C -5.7955 3.3952 -3.0058
C -6.1192 1.8938 -3.2712
C -5.1626 0.9042 -2.5706
C -5.2286 -0.4492 -3.3105
C -4.0093 -1.3533 -3.1622
C -3.7145 -1.7709 -1.6971
C -3.5895 -3.2981 -1.4922
C -2.2569 -3.8071 -0.9188
C -1.7278 -3.0026 0.3025
C -1.2871 -3.9384 1.4495
C -0.8795 -3.2131 2.7542
C 0.4135 -2.3505 2.6722
C 0.2446 -0.8672 3.1034
C -1.0476 -0.1941 2.5673
N -2.0880 -0.2043 3.6138
C -2.9433 0.8604 3.2490
N -4.2036 0.9479 3.4103
C -4.8580 2.1939 3.0104
C -5.0562 2.2736 1.4767
O -4.7414 1.3727 0.7691
I -5.9258 4.1204 0.8275
N -2.1570 1.8832 2.6639
C -1.0426 1.2574 1.8816
C 0.1205 2.2599 2.1726
C -0.3032 3.7258 1.8450
C 0.8537 4.5545 1.2658
O 1.5554 3.9106 0.2057
C -1.4755 1.1435 0.3882
C -0.3624 1.1262 -0.6634
C -0.9363 0.7361 -2.0511
I 1.2388 -0.2532 -0.2559
H -6.5671 3.7794 -2.3340
H -5.8912 3.9771 -3.9266
H -4.7909 3.5183 -2.5922
H -7.1007 1.6749 -2.8575
H -6.1039 1.7401 -4.3532
H -4.1549 1.3308 -2.4993
H -5.5988 0.7399 -1.5779
H -5.3326 -0.2084 -4.3775
H -6.1389 -0.9876 -3.0251
H -3.1055 -0.8778 -3.5703
H -4.1903 -2.2440 -3.7733
H -4.5742 -1.4406 -1.0968
H -2.8574 -1.1986 -1.3268
H -4.4261 -3.6697 -0.8924
H -3.6975 -3.7717 -2.4751
H -1.4763 -3.9310 -1.6909
H -2.4362 -4.8260 -0.5422
H -0.8230 -2.4752 -0.0374
H -2.4987 -2.2889 0.6377
H -2.1611 -4.5618 1.6705
H -0.4736 -4.5508 1.0416
H -0.6921 -4.0107 3.4823
H -1.7605 -2.6731 3.1161
H 1.1326 -2.8061 3.3753
H 0.8485 -2.4761 1.6755
H 0.2140 -0.8390 4.2169
H 1.1368 -0.2700 2.7916
H -1.5060 -0.8332 1.8066
H -1.7582 0.0071 4.5530
H -4.7272 0.1631 3.8126
H -4.2625 3.0684 3.2703
H -5.8419 2.3209 3.4657
H -1.8402 2.3531 3.5134
H 0.3378 2.2031 3.2495
H 1.0422 2.0832 1.6075
H -0.5805 4.1946 2.7971
H -1.2025 3.7685 1.2277
H 0.4087 5.4691 0.8526
H 1.5166 4.8917 2.0659
H 1.0383 4.0773 -0.5879
H -2.0665 2.0434 0.1761
H -2.1353 0.2934 0.1825
H 0.0558 2.1253 -0.7799
H -0.2444 1.0193 -2.8463
H -0.9864 -0.3578 -2.0873
H -1.9511 1.1107 -2.1969
C -10.1129 0.1882 -1.8358
Cl -10.1822 1.0665 -3.3841
Cl -8.6171 0.5639 -0.9953
Cl -11.4903 0.6670 -0.8353
Cl -10.1905 -1.5480 -2.1496
C -7.3498 -1.1179 2.2082
O -7.5646 -0.4941 1.1352
O -6.0785 -0.7130 2.7713
O -7.9925 -1.9490 2.8176
H -5.8796 -0.0942 2.0512
Cs 3.5489 0.2594 0.5447
C 4.8783 -0.9473 -5.5022
Cl 4.2521 -1.9572 -4.2019
Cl 4.2386 0.6985 -5.3774
Cl 6.6422 -0.9281 -5.4896
H 4.5502 -1.3664 -6.4447
C 0.2099 -7.6096 -0.2633
O 0.5550 -6.4717 -0.5452
N -1.0649 -8.0604 -0.4663
N 1.0741 -8.5234 0.2760
H -1.3699 -8.9887 -0.2448
H -1.7205 -7.4131 -0.8636
H 2.0189 -8.2217 0.4332
H 0.8160 -9.4621 0.5134
Br 0.9098 -4.1951 -1.4915
F -0.5243 -3.5368 -5.9665
C -1.5590 -3.2911 -6.7884
C -2.0337 -4.3044 -7.5973
C -3.1058 -4.0479 -8.4396
C -3.6816 -2.7848 -8.4700
C -3.1885 -1.7769 -7.6532
C -2.1229 -2.0305 -6.8015
H -1.5668 -5.2799 -7.5642
H -3.4925 -4.8349 -9.0732
H -4.5152 -2.5871 -9.1309
H -3.6343 -0.7912 -7.6789
H -1.7297 -1.2605 -6.1504
C 4.7240 -5.4240 0.7377
Cl 3.2958 -5.1821 -0.2891
Cl 5.2668 -7.1167 0.7473
H 5.5374 -4.8057 0.3694
H 4.4756 -5.1415 1.7567
O 8.1160 3.9467 4.5040
P 9.0636 4.5762 3.5410
O 8.3310 4.3884 2.0901
C 7.1468 5.1302 1.8229
C 7.4308 6.6034 1.5855
O 10.2171 3.4256 3.4241
C 10.2990 2.3540 4.3627
C 9.5364 1.1386 3.8724
O 10.1433 5.6898 2.9786
C 10.5603 6.7345 3.8873
C 11.2385 6.1790 5.1238
H 6.4332 4.9995 2.6443
H 6.7032 4.6959 0.9254
H 7.7525 7.0924 2.5091
H 6.5378 7.1175 1.2279
H 8.2303 6.7288 0.8565
H 9.9506 2.6729 5.3447
H 11.3554 2.1030 4.4676
H 8.5264 1.4008 3.5547
H 9.4729 0.3804 4.6550
H 10.0359 0.7010 3.0067
H 9.6933 7.3407 4.1644
H 11.2476 7.3751 3.3374
H 10.5384 5.5933 5.7308
H 11.6240 6.9874 5.7445
H 12.0598 5.5179 4.8488
Li 2.2375 -0.5721 4.7507

No. 2
149
Properties=species:S:1:pos:R:3 method="wB97M-V/def2-TZVPD" gap_ev="5.19 / 1.39" s2=0.754 homo_energy_ev="-6.871 / -6.869" lumo_energy_ev="-1.7 / -5.5" e_above_lowest_ev=0.0000 spin_multiplicity=2
Hg -2.5545 -2.3849 0.2412
O -4.6420 1.4963 2.0889
C -4.8336 1.6399 0.8432
O -5.4795 2.6174 0.2493
B -5.1622 2.6073 -1.2111
O -4.4331 1.3736 -1.5213
C -4.3807 0.6856 -0.3306
O -3.8010 -0.3869 -0.1367
O -4.3348 3.8372 -1.4411
C -5.0357 4.7014 -2.0657
O -4.7045 5.8989 -2.2241
C -6.3391 4.0008 -2.6207
O -6.3096 2.8187 -2.1130
O -7.2686 4.5338 -3.2638
P 0.2920 -1.4234 0.8577
F -1.1170 -0.5738 0.7729
F 0.6417 -0.4967 2.1645
F -0.5715 -2.5261 1.7519
F 1.6695 -2.3462 0.8988
F -0.3691 -2.1350 -0.4158
F 0.9226 -0.4103 -0.2278
C -3.5636 -3.2888 4.7249
F -3.5165 -4.5102 4.2953
F -4.3836 -3.4104 5.7049
F -2.4477 -2.8425 5.2691
S -4.2430 -2.0590 3.4005
O -5.6218 -2.3848 3.0949
O -4.2175 -0.6985 3.9746
O -3.3834 -2.1887 2.2532
C 4.1323 -3.3716 -3.8507
C 4.1038 -1.9407 -3.2110
C 5.5987 -1.5514 -3.0601
C 5.6900 -0.0760 -2.6532
C 5.1604 0.8228 -3.7589
C 3.6839 0.4910 -4.0930
N 3.5055 -1.0011 -4.2060
O 2.2184 -1.2557 -4.5451
C 2.7092 1.1223 -3.0732
C 3.3600 1.1079 -5.4511
C 3.3047 -1.8893 -1.8500
H 3.1504 -3.5988 -4.2658
H 4.4976 -4.1604 -3.1931
H 4.9147 -3.2084 -4.5919
H 5.9628 -2.0407 -2.1567
H 6.2889 -1.7383 -3.8828
H 6.7440 0.0817 -2.4242
H 5.2193 0.0438 -1.6775
H 5.7533 0.6020 -4.6465
H 5.3153 1.8555 -3.4463
H 1.6870 0.7561 -3.1693
H 3.0360 0.9959 -2.0411
H 2.5884 2.1873 -3.2717
H 2.3098 1.1042 -5.7431
H 3.7815 2.1077 -5.5547
H 3.8694 0.5967 -6.2680
H 3.7210 -2.7279 -1.2919
H 2.2427 -2.1231 -1.9241
H 3.2280 -0.9071 -1.3835
H 2.2114 -1.3724 -5.4980
C -2.9184 -3.2473 -4.5266
C -3.0273 -2.1629 -3.3838
C -3.8330 -0.8857 -3.7093
C -5.3690 -1.1954 -3.8936
C -5.8616 -1.9540 -2.5832
C -5.0143 -3.1617 -2.0880
N -3.5983 -2.8397 -2.1257
O -2.7694 -3.8663 -1.6539
C -5.5216 -3.5146 -0.7021
C -5.3421 -4.3489 -3.0234
C -1.6157 -1.5923 -3.0598
H -2.4824 -4.1856 -4.1837
H -2.2813 -2.8298 -5.3063
H -3.8354 -3.4237 -5.0888
H -3.6721 -0.0971 -2.9742
H -3.5086 -0.4867 -4.6704
H -5.6865 -1.8109 -4.7352
H -5.9164 -0.2529 -3.8771
H -6.8808 -2.2411 -2.8418
H -6.0161 -1.2904 -1.7324
H -6.6098 -3.4843 -0.6469
H -5.1236 -4.3886 -0.1864
H -5.2024 -2.6553 -0.1123
H -4.6279 -5.1622 -3.1519
H -6.1972 -4.8609 -2.5821
H -5.6706 -4.0202 -4.0094
H -0.8883 -2.3955 -2.9426
H -1.6346 -0.8994 -2.2186
H -1.1542 -1.1465 -3.9409
H -2.8601 -4.4574 -2.4049
C -1.3982 5.6940 3.3780
C -2.2132 4.6612 2.4959
C -1.5533 4.4142 1.0993
C -0.1762 3.6621 1.1773
C -0.3599 2.3846 1.9807
C -1.1888 2.4400 3.3265
N -2.3725 3.2891 3.1565
O -3.3539 3.3453 4.1210
C -1.7607 0.9888 3.5019
C -0.3187 2.8916 4.4695
C -3.5452 5.4030 2.1428
H -1.4738 5.4728 4.4427
H -1.6914 6.7281 3.1973
H -0.3285 5.8231 3.2135
H -2.2116 3.8623 0.4282
H -1.3973 5.3487 0.5605
H 0.5638 4.3301 1.6181
H 0.1038 3.4149 0.1532
H 0.6808 2.0817 2.0963
H -0.8280 1.6027 1.3827
H -2.3813 0.6799 2.6608
H -0.8828 0.3449 3.4477
H -2.1916 0.9138 4.5003
H 0.5338 2.2172 4.5500
H 0.1992 3.8388 4.3187
H -0.8794 3.0541 5.3900
H -3.4504 6.2923 1.5197
H -4.1731 5.6770 2.9906
H -4.2378 4.7804 1.5765
H -3.0330 3.8096 4.8976
C 3.1777 1.0482 4.1289
C 4.1618 0.5037 3.0791
C 5.4892 1.1861 3.2965
C 6.6920 0.5752 2.6251
C 6.7579 -0.8098 3.1778
C 5.4970 -1.6359 2.8888
N 4.3195 -0.9425 3.3454
O 3.1716 -1.7298 3.2577
C 5.3909 -2.0677 1.3717
C 5.7274 -2.8539 3.8174
C 3.6989 0.8355 1.6167
H 2.7342 2.0069 3.8601
H 3.5711 0.9982 5.1442
H 2.3149 0.4097 4.3190
H 5.3348 2.1638 2.8401
H 5.7627 1.3629 4.3367
H 7.5474 1.2058 2.8672
H 6.5895 0.6296 1.5413
H 6.8124 -0.6984 4.2607
H 7.6708 -1.2589 2.7867
H 6.2068 -2.7097 1.0395
H 4.3740 -2.3603 1.1104
H 5.5992 -1.2096 0.7326
H 5.8346 -2.6560 4.8839
H 4.8753 -3.5260 3.7170
H 6.6340 -3.3792 3.5168
H 3.5249 1.9107 1.5750
H 2.7994 0.3540 1.2329
H 4.5636 0.6347 0.9842
H 2.8045 -1.6332 2.3759

No. 3
148
Properties=species:S:1:pos:R:3 method="wB97M-V/def2-TZVPD" gap_ev=8.13 homo_energy_ev=-9.042 lumo_energy_ev=-0.9 smiles="CC(=O)OCCCCC[C@]1(C(=O)NC(=O)F)[C@](I)([C@@H](C)F)NC(=O)[C@@]1(CCC(F)(F)C(F)(F)C(F)(F)C(F)(F)F)[PH2]=N.COCCOC.COCCOC.COCCOC.COCCOC.COCCOC"
C -5.9091 3.3167 3.5073
C -5.8160 1.9808 2.6049
O -6.2074 0.8472 2.9677
O -5.1869 2.1283 1.3078
C -3.7520 2.1845 1.6177
C -2.9177 0.9807 0.9371
C -2.0540 1.6271 -0.2788
C -0.5306 2.0019 0.1831
C 0.1385 2.8423 -1.0044
C 1.7682 2.6923 -1.1003
C 2.0620 3.9035 -2.1552
O 1.7264 3.7911 -3.3769
N 2.6612 5.2064 -1.7659
C 1.6544 6.2082 -1.4037
O 0.5040 6.2332 -1.9132
F 2.0333 7.2212 -0.4506
C 2.5921 2.8831 0.3020
C 2.0200 3.9867 1.3496
C 2.4080 3.7016 2.8798
C 2.8660 4.9726 3.7278
F 3.3047 6.0951 2.9741
F 4.0158 4.5456 4.5070
C 1.7912 5.4926 4.8162
F 2.5669 6.1958 5.8190
F 1.1550 4.4217 5.5337
C 0.7064 6.5286 4.2420
F 0.4321 6.3700 2.8495
F -0.5382 6.2199 4.9135
C 1.0008 8.0760 4.5659
F 0.0077 8.8254 3.8352
F 2.2524 8.5470 4.1033
F 0.7685 8.4225 5.9386
P 4.4785 3.2991 0.1530
N 4.9407 4.4997 1.1006
C 2.6692 1.3430 0.7481
O 2.4690 0.7538 1.8369
N 3.0035 0.5758 -0.4773
C 2.3679 1.2932 -1.6527
I 4.1285 1.3899 -3.0189
C 1.4116 0.2988 -2.5085
C 0.5114 -0.6946 -1.6255
F 0.6561 0.9994 -3.5461
H -4.9055 3.3691 4.0826
H -6.7673 3.2629 4.2718
H -5.9489 4.2443 2.8371
H -3.3858 3.2047 1.2137
H -3.5280 2.1731 2.7467
H -2.2802 0.3744 1.6670
H -3.7071 0.2612 0.4842
H -2.5450 2.5982 -0.6785
H -2.0857 0.8775 -1.1411
H -0.6611 2.5759 1.1727
H -0.0200 1.0137 0.4424
H -0.0233 3.9631 -0.7451
H -0.3800 2.6808 -2.0086
H 3.3444 5.5539 -2.4541
H 2.3853 5.0034 0.9428
H 0.8624 4.0608 1.3159
H 3.2402 2.9205 2.9406
H 1.4803 3.2064 3.3693
H 4.7170 3.7373 -1.2119
H 5.2172 2.0957 0.4349
H 5.3320 5.2816 0.5340
H 4.0274 0.4905 -0.6042
H 2.1393 -0.3785 -3.1027
H -0.5963 -0.4732 -1.8444
H 0.7688 -0.7289 -0.5148
H 0.6875 -1.7702 -2.0246
C -1.6310 -6.7377 -3.6793
O -2.6806 -5.9170 -4.1726
C -2.7900 -4.6852 -3.4625
C -2.0499 -3.5531 -4.1723
O -0.6458 -3.7930 -4.2441
C -0.2547 -4.3703 -5.4831
H -1.3685 -7.4590 -4.4563
H -0.7361 -6.1715 -3.4152
H -1.9820 -7.2869 -2.7976
H -2.4364 -4.8012 -2.4325
H -3.8544 -4.4317 -3.4228
H -2.1880 -2.6329 -3.5964
H -2.4598 -3.3778 -5.1748
H -0.1490 -3.5871 -6.2377
H -0.9664 -5.1198 -5.8383
H 0.7131 -4.8565 -5.3390
C -8.1815 -7.9749 -3.6107
O -7.2192 -6.9433 -3.7722
C -6.0011 -7.2175 -3.0824
C -4.9561 -7.8469 -4.0016
O -5.3731 -9.1194 -4.4950
C -5.9641 -9.0368 -5.7843
H -8.9108 -7.8901 -4.4196
H -7.7432 -8.9742 -3.6419
H -8.7025 -7.8405 -2.6555
H -6.1876 -7.8499 -2.2078
H -5.6137 -6.2585 -2.7236
H -4.0417 -8.0117 -3.4256
H -4.7042 -7.1783 -4.8327
H -5.1822 -9.0089 -6.5473
H -6.6068 -8.1595 -5.8944
H -6.5741 -9.9307 -5.9346
C 6.3231 10.0865 1.0703
O 6.8521 8.7782 1.2278
C 7.7573 8.6818 2.3265
C 7.0667 8.1691 3.5890
O 6.0547 9.0626 4.0472
C 4.7581 8.6933 3.5957
H 5.4052 10.0143 0.4822
H 6.0886 10.5679 2.0215
H 7.0417 10.7063 0.5212
H 8.2456 9.6449 2.5091
H 8.5326 7.9641 2.0403
H 7.8120 8.0945 4.3867
H 6.6497 7.1660 3.4338
H 4.3520 7.9155 4.2429
H 4.7613 8.3374 2.5620
H 4.1167 9.5745 3.6536
C -2.9498 -1.6692 7.4579
O -4.3298 -1.9532 7.2827
C -4.9709 -1.0338 6.3995
C -5.0448 -1.5724 4.9723
O -3.7496 -1.7603 4.4023
C -3.2898 -3.0992 4.5226
H -2.4597 -2.5740 7.8249
H -2.4585 -1.3591 6.5336
H -2.8330 -0.8797 8.2095
H -4.4695 -0.0603 6.4268
H -5.9913 -0.8934 6.7695
H -5.5639 -0.8378 4.3505
H -5.6207 -2.5055 4.9292
H -3.7183 -3.7095 3.7237
H -3.5415 -3.5425 5.4895
H -2.2020 -3.0938 4.4198
C 2.5678 -9.4009 -3.4731
O 2.1511 -8.0762 -3.7722
C 2.9352 -7.0915 -3.1015
C 4.0582 -6.5577 -3.9888
O 4.9958 -7.5734 -4.3367
C 4.7270 -8.1520 -5.6069
H 2.1957 -10.0608 -4.2601
H 3.6531 -9.5034 -3.4185
H 2.1287 -9.7138 -2.5187
H 3.3321 -7.4896 -2.1618
H 2.2647 -6.2618 -2.8551
H 4.6077 -5.7931 -3.4311
H 3.6577 -6.0811 -4.8926
H 5.1382 -7.5172 -6.3956
H 3.6581 -8.2982 -5.7821
H 5.2181 -9.1270 -5.6449

| no. | F_max (eV/A) |
| --- | --- |
| 1 | 12.2 |
| 2 | 6.5 |
| 3 | 6.1 |